1.
Entry from the OMol25 dataset: one molecule with the formula C8H11Br2NO (ωB97M-V/def2-TZVPD).

Structure (XYZ):
```
23
Properties=species:S:1:pos:R:3
C 1.3536 -0.8233 -0.1323
C -1.0030 -0.4931 2.2417
C -1.9848 0.6453 1.9493
C 1.6606 -0.2095 1.0699
C 0.2875 -0.0985 -0.9783
C -1.0621 0.1888 0.9448
C 1.1501 0.8387 -1.8598
C -0.3078 -1.1577 -1.9302
N -0.8103 0.3591 -0.3081
O 1.9127 -1.8687 -0.4467
Br 1.7435 1.7175 1.4335
Br -1.8072 2.3686 -0.9572
H -0.2033 -0.2761 3.0007
H -1.3443 -1.5206 2.3135
H -3.0299 0.4123 1.8134
H -1.6983 1.6809 2.2728
H 2.5496 -0.5711 1.6736
H 2.1117 0.4578 -1.9139
H 1.1774 1.7754 -1.0964
H 0.7609 1.0074 -2.8832
H -1.1219 -0.8465 -2.5536
H -0.8406 -1.8906 -1.2836
H 0.5059 -1.6961 -2.3697
```

Computed properties:
highest occupied orbital energy (spin up / spin down)	-9.33 / -8.11	eV
energy above the lowest of the compared OMol25 structures with the same formula, charge and spin	2.9310	eV
multiplicity	1
LUMO (spin up / spin down)	-0.99 / -2.10	eV
gap between HOMO and LUMO (spin up / spin down)	8.3 / 6.0	eV

Results of the Löwdin charge analysis, in e, for atoms 1 through 2: C -0.49; C -0.06

2.
Entry from the OMol25 dataset: a 10-piece molecular cluster, C35H63FN4O11 overall (ωB97M-V/def2-TZVPD).

Structure (XYZ):
```
114
Properties=species:S:1:pos:R:3
C 6.8354 1.4359 2.3310
N 5.6142 0.7803 1.8439
C 4.3784 1.4818 2.1946
C 3.3950 1.4359 1.0063
C 2.2291 2.2750 1.3273
N 1.2915 2.8545 1.6378
C 4.0565 1.8517 -0.3367
C 4.9437 3.0119 -0.1714
N 5.6550 3.8969 -0.0175
C 4.7472 0.6179 -0.9498
O 4.1009 -0.3467 -1.2590
N 6.1043 0.7539 -1.2144
C 6.7965 -0.4162 -1.6377
O 6.8055 -1.4805 -1.1581
F 7.5300 -0.1123 -2.7193
H 6.6960 1.9224 3.3072
H 7.6317 0.6919 2.4224
H 7.1771 2.2009 1.6216
H 5.5881 -0.1568 2.2283
H 3.8732 1.0224 3.0507
H 4.6111 2.5218 2.4495
H 3.0119 0.4186 0.8739
H 3.2668 2.1223 -1.0483
H 6.6017 1.2244 -0.4602
C -3.5851 1.0971 -0.1747
C -2.5653 0.9488 0.9313
C -1.9067 2.2282 1.3699
O -2.3227 -0.1402 1.4086
H -4.0122 0.1281 -0.4255
H -4.3748 1.7825 0.1387
H -3.1119 1.5301 -1.0582
H -2.6776 2.9383 1.6735
H -1.3634 2.6648 0.5310
H -1.2078 2.0550 2.1841
C -4.5011 5.6613 3.2062
C -5.0996 5.0048 1.9858
C -6.6057 4.9907 1.8930
O -4.4042 4.5141 1.1258
H -3.4160 5.6083 3.1589
H -4.8134 6.7056 3.2604
H -4.8543 5.1618 4.1104
H -6.9903 6.0120 1.9028
H -7.0287 4.4681 2.7529
H -6.9141 4.4944 0.9764
C -4.9881 -3.8965 -1.3399
C -3.9782 -4.1571 -0.2494
C -3.2707 -2.9381 0.2891
O -3.7378 -5.2724 0.1528
H -5.4284 -4.8284 -1.6864
H -5.7797 -3.2367 -0.9833
H -4.4958 -3.3940 -2.1728
H -3.9814 -2.2293 0.7134
H -2.7470 -2.4285 -0.5232
H -2.5536 -3.2225 1.0555
C 0.9875 -1.6473 -2.0132
C 1.0429 -1.5222 -0.5116
C 1.0125 -2.8060 0.2787
O 1.1169 -0.4432 0.0304
H 1.0198 -0.6592 -2.4659
H 1.8370 -2.2348 -2.3653
H 0.0721 -2.1622 -2.3123
H 1.8588 -3.4358 -0.0021
H 0.0971 -3.3602 0.0621
H 1.0565 -2.5854 1.3425
C 9.5308 2.2642 -3.3546
C 10.8748 1.8171 -2.8341
C 11.9420 1.5399 -3.8660
O 11.0840 1.6838 -1.6511
H 8.8546 2.4293 -2.5192
H 9.6322 3.1903 -3.9233
H 9.1105 1.5041 -4.0141
H 12.1339 2.4375 -4.4566
H 11.6066 0.7570 -4.5486
H 12.8578 1.2254 -3.3720
C -6.7241 -2.7980 -5.7588
C -7.0704 -3.3912 -4.4173
C -7.3221 -4.8800 -4.3774
O -7.1226 -2.7141 -3.4151
H -6.5628 -1.7281 -5.6606
H -5.8099 -3.2550 -6.1407
H -7.5245 -2.9857 -6.4773
H -6.4406 -5.4168 -4.7326
H -8.1547 -5.1365 -5.0349
H -7.5533 -5.1895 -3.3609
C -2.7564 -1.8341 -4.0199
C -2.6356 -1.5035 -5.4896
C -1.2832 -1.0377 -5.9708
O -3.5822 -1.6057 -6.2338
H -3.7750 -2.1449 -3.8005
H -2.0618 -2.6350 -3.7563
H -2.5082 -0.9581 -3.4164
H -0.5316 -1.8050 -5.7752
H -0.9860 -0.1349 -5.4339
H -1.3233 -0.8305 -7.0371
C 0.1412 -0.6779 3.3695
C 1.1078 -1.3005 4.3418
C 0.5791 -2.4364 5.1789
O 2.2536 -0.9137 4.4475
H 0.6126 0.1461 2.8386
H -0.1990 -1.4203 2.6471
H -0.7377 -0.3096 3.8996
H 0.2292 -3.2427 4.5313
H -0.2711 -2.0931 5.7730
H 1.3610 -2.8079 5.8372
C -4.3182 0.1673 5.7655
C -2.8566 0.1938 6.1408
C -2.0856 1.4385 5.7727
O -2.3234 -0.7405 6.6935
H -4.7606 -0.7767 6.0735
H -4.8442 0.9932 6.2484
H -4.4245 0.2858 4.6853
H -2.5143 2.3192 6.2537
H -2.1242 1.5833 4.6905
H -1.0504 1.3256 6.0877
```

Computed properties:
SMILES	CNC[C@@H](C#N)[C@@H](C#N)C(=O)NC(=O)F.CC(C)=O.CC(C)=O.CC(C)=O.CC(C)=O.CC(C)=O.CC(C)=O.CC(C)=O.CC(C)=O.CC(C)=O
highest occupied orbital energy	-9.26	eV
multiplicity	1
LUMO	0.31	eV
gap between HOMO and LUMO	9.6	eV

Results of the Löwdin charge analysis, in e, for atoms 1 through 2: C -0.11; N -0.10

3.
Entry from the OMol25 dataset: CH2I2S as an isolated structure (ωB97M-V/def2-TZVPD).

Structure (XYZ):
```
6
Properties=species:S:1:pos:R:3
C 1.4204 0.7612 0.4681
S -2.4303 -0.7321 -0.8498
I -0.0180 -0.7529 0.3388
I 2.6807 0.8631 -1.2040
H 1.1143 1.5319 1.1322
H -2.7670 -1.6712 0.1147
```

Computed properties:
highest occupied orbital energy (spin up / spin down)	-8.63 / -8.31	eV
energy above the lowest of the compared OMol25 structures with the same formula, charge and spin	3.0587	eV
multiplicity	1
LUMO (spin up / spin down)	-1.62 / -1.21	eV
gap between HOMO and LUMO (spin up / spin down)	7.0 / 7.1	eV

Results of the Löwdin charge analysis, in e, for atoms 1 through 2: C -1.17; S 0.01

4.
Entry from the OMol25 dataset: C5H14CdO5PS as an isolated structure (ωB97M-V/def2-TZVPD).

Structure (XYZ):
```
27
Properties=species:S:1:pos:R:3
O 1.3776 2.2919 1.7236
S 1.8726 1.6714 0.5511
O 1.3518 2.1025 -0.7565
O 3.4153 1.9962 0.4413
C 1.9469 -0.1150 0.8247
C 1.7383 -1.1702 -0.2898
C 0.3442 -1.8207 -0.2972
P -0.8692 -0.6536 -0.9946
O -2.4097 -1.2039 -0.6697
C -3.1743 -0.3237 0.1368
C -2.1720 0.1420 1.1693
O -1.0107 0.3865 0.3752
H 3.6730 2.2267 -0.4700
H 1.2457 -0.2647 1.6422
H 2.9511 -0.1903 1.2334
H 1.9980 -0.7462 -1.2611
H 2.4613 -1.9680 -0.1230
H -0.0006 -2.0512 0.7124
H 0.3493 -2.7591 -0.8458
H -1.5987 0.9814 -1.6210
H -1.0648 -1.1368 -2.3127
H 0.1649 0.1757 -1.4182
H -3.4818 0.5260 -0.4811
H -4.0751 -0.7811 0.5325
H -2.4751 1.0231 1.7307
H -1.9333 -0.6570 1.8759
Cd -0.6248 2.3177 -1.4082
```

Computed properties:
total charge	+1
highest occupied orbital energy	-13.31	eV
multiplicity	1
LUMO	-5.40	eV
gap between HOMO and LUMO	7.9	eV

Results of the Löwdin charge analysis, in e, for atoms 1 through 2: O -0.22; S 0.63

5.
Entry from the OMol25 dataset: C12H23BI2O11S2 as an isolated structure (ωB97M-V/def2-TZVPD).

Structure (XYZ):
```
51
Properties=species:S:1:pos:R:3
C 2.1334 0.4151 1.1125
C 0.8205 0.6877 0.4437
O 0.6491 1.5565 -0.3906
O -0.2610 -0.0867 0.8671
C -0.4312 -1.3240 0.1822
C -0.0496 -2.5721 0.9862
C 1.4631 -2.9571 0.6470
I 1.7227 -4.6369 -0.6979
C 2.3369 -3.1114 1.9027
C 2.0943 -4.3901 2.7133
I 4.4171 -3.1092 1.2370
O -0.8646 -3.5812 0.3126
S -1.5133 -4.6863 1.2468
O -2.8678 -4.8959 0.9074
O -0.7441 -5.8807 1.2886
O -1.2329 -3.9197 2.6084
C -0.5296 -2.6719 2.4313
C -1.4392 -1.5560 2.9731
B -2.8740 -1.3775 2.3206
O -3.2943 -0.0800 2.0295
O -3.7230 -2.4068 2.0416
H 1.9980 0.0361 2.1173
H 2.6799 1.3434 1.2013
H 2.7468 -0.2586 0.5247
H 0.0559 -1.3051 -0.7856
H -1.4911 -1.4096 -0.0366
H 1.8650 -2.1355 0.0788
H 2.2697 -2.2149 2.5037
H 1.6672 -4.1130 3.6715
H 1.3765 -5.0404 2.2240
H 2.9905 -4.9631 2.8868
H 0.2441 -2.7584 3.1796
H -0.9088 -0.6143 2.9521
H -1.5999 -1.7776 4.0264
H -2.6608 0.2927 1.4064
H -3.9954 -2.3290 1.1243
O -0.3364 7.2547 -3.4377
S -0.5211 6.1017 -4.2630
O -1.8270 5.5661 -4.4818
O 0.4387 4.9447 -3.7465
C 0.3663 4.5812 -2.3505
C -0.8475 3.7349 -2.0316
C 0.2615 6.3569 -5.8188
H 0.3987 5.4797 -1.7322
H 1.2730 4.0149 -2.1473
H -1.7690 4.3046 -2.1501
H -0.7970 3.3788 -1.0070
H -0.9051 2.8782 -2.7024
H 1.2674 6.7297 -5.6493
H -0.3308 7.0908 -6.3600
H 0.2780 5.4149 -6.3597
```

Computed properties:
highest occupied orbital energy	-9.38	eV
multiplicity	1
LUMO	-0.31	eV
gap between HOMO and LUMO	9.1	eV

Results of the Löwdin charge analysis, in e, for atoms 1 through 2: C 0.03; C -0.44

6.
Entry from the OMol25 dataset: one molecule with the formula C9H6Cl2N2O (ωB97M-V/def2-TZVPD).

Structure (XYZ):
```
20
Properties=species:S:1:pos:R:3
C -0.5229 1.8637 -0.8175
C 0.5185 1.7861 0.0128
C -1.2926 0.7279 -0.9795
C 0.6714 0.7123 0.8436
C -1.2734 -0.3473 -0.0930
C -0.2348 -0.3649 0.8111
C 3.2364 -1.8579 1.3409
C -0.0476 -1.5761 1.6360
C 2.8426 -2.6920 0.2168
N 2.2496 -1.5909 2.3081
N 1.0517 -1.9066 2.1507
O 4.4067 -1.5227 1.5567
Cl 1.5102 -3.7156 0.1039
Cl 3.8049 -2.6571 -1.1713
H -0.5796 2.7618 -1.2776
H 1.0054 2.7172 0.1896
H -2.0680 0.6225 -1.6552
H 1.5495 0.4862 1.5120
H -1.9498 -1.1428 -0.1100
H -0.8245 -2.2526 2.0481
```

Computed properties:
highest occupied orbital energy (spin up / spin down)	-8.58 / -8.51	eV
energy above the lowest of the compared OMol25 structures with the same formula, charge and spin	0.0000	eV
multiplicity	1
LUMO (spin up / spin down)	-0.95 / -1.38	eV
gap between HOMO and LUMO (spin up / spin down)	7.6 / 7.1	eV

Results of the Löwdin charge analysis, in e, for atoms 1 through 2: C -0.07; C -0.09